Record 1
Formula: C14H19NO3
Source: OMol25
Level of theory: the ωB97M-V functional and the def2-TZVPD basis

XYZ file:
```
37
Properties=species:S:1:pos:R:3:forces:R:3:mulliken_charge:R:1
C 4.13297 0.98123 -1.99047 0.0 0.0 -0.2 -0.8013
O 3.99504 1.27489 -0.62081 -0.1 0.0 0.3 -0.4550
C 3.01133 0.65171 0.08297 0.0 0.0 0.2 0.7217
C 2.90784 1.00558 1.42904 0.1 0.1 -0.2 -0.5688
C 1.93597 0.43230 2.22117 0.0 0.0 0.0 -0.8479
C 1.05774 -0.49986 1.69290 0.0 -0.1 -0.1 -0.3754
C 1.15491 -0.86320 0.35740 0.0 0.1 0.0 0.1479
C 0.18301 -1.85765 -0.24276 0.0 -0.1 -0.1 -0.4022
C 0.34307 -3.24648 0.36975 0.0 0.2 -0.2 -1.5785
N -1.17797 -1.38944 -0.06314 0.1 -0.4 0.4 -0.0679
C -1.82007 -0.63906 -0.97228 -0.4 0.1 0.3 0.0712
O -1.41689 -0.41695 -2.09572 0.1 0.0 -0.3 -0.6834
C -3.16964 -0.10652 -0.45008 0.0 0.0 -0.4 0.3761
C -3.47168 1.28557 -1.03526 0.1 -0.1 -0.1 -0.7473
C -3.36231 2.22316 0.17455 0.0 -0.2 0.2 -0.5429
C -2.69277 1.33899 1.23007 0.1 0.5 0.1 -0.3639
O -3.15074 0.02857 0.96180 -0.3 -0.3 0.0 -0.5286
C 2.12908 -0.28410 -0.44447 0.2 0.0 -0.2 -0.0444
H 3.22509 1.23033 -2.54865 0.0 0.0 0.0 0.3362
H 4.95460 1.60283 -2.34296 -0.1 -0.1 0.0 0.2336
H 4.38234 -0.07247 -2.15241 0.0 0.0 0.0 0.3185
H 3.59775 1.73412 1.82399 0.1 0.1 0.0 0.4442
H 1.85878 0.71474 3.26068 0.0 0.0 0.1 0.3742
H 0.29850 -0.93655 2.32480 -0.1 -0.1 0.1 0.3812
H 0.33989 -1.90684 -1.32564 0.0 0.0 0.2 0.5088
H 1.35410 -3.60816 0.20244 0.1 -0.1 0.0 0.4101
H -0.35967 -3.94026 -0.08500 -0.1 -0.1 0.0 0.4377
H 0.16162 -3.21509 1.44150 0.0 0.0 0.1 0.3262
H -1.57628 -1.41878 0.86570 0.0 0.1 -0.1 0.3740
H -3.93747 -0.84747 -0.69574 0.1 0.1 0.0 0.3901
H -2.73384 1.51403 -1.80417 -0.1 0.0 0.0 0.3203
H -4.46117 1.32244 -1.48543 0.0 0.0 0.0 0.3332
H -4.35269 2.52327 0.51638 0.0 0.0 0.0 0.2237
H -2.77717 3.11503 -0.03525 0.0 0.1 0.0 0.3405
H -1.59749 1.38507 1.13221 -0.1 0.0 0.0 0.1411
H -2.97436 1.58383 2.25432 0.1 0.0 0.0 0.4196
H 2.17810 -0.56861 -1.48369 0.0 0.0 -0.1 0.3772
```
Positions in Å, forces in eV/Å.

HOMO energy = -8.51 eV
HOMO-LUMO gap = 0.342 Eh
Energy relative to the best compared isomer or geometry (same formula, charge and spin) = 33.2 kcal per mole
Charge = 0
2S+1 = 1
LUMO level = 0.0291 Ha
SMILES = COc1cccc([C@@H](C)NC(=O)[C@@H]2CCCO2)c1

Record 2
Formula: C5H6N4O3
Source: OMol25
Level of theory: the ωB97M-V functional and the def2-TZVPD basis

XYZ file:
```
18
Properties=species:S:1:pos:R:3:forces:R:3:mulliken_charge:R:1
C 2.86406 0.37209 0.07996 -0.8 0.5 -0.7 -0.2777
C 1.72840 -0.38490 0.34810 2.6 0.8 -0.4 -0.5513
C 1.22455 1.76418 0.14471 -0.5 0.5 0.1 -0.0713
C -1.39902 -1.52299 0.09114 0.5 0.4 0.3 0.3831
C -1.29923 -0.09648 0.62657 3.6 -0.9 3.1 0.1316
N 2.49731 1.67276 -0.07067 0.9 1.1 0.1 -0.6309
N 0.75839 0.54816 0.36595 -5.0 -2.8 1.1 0.0118
N -1.11531 -1.66901 -1.20142 -0.3 -2.9 -1.4 -0.3273
N -1.92719 1.02724 0.06697 -0.4 0.5 -4.2 0.9698
O -1.55736 -2.43322 0.88485 0.0 0.7 -0.2 -0.5815
O -2.36861 0.92363 -1.11256 0.4 -0.2 2.1 -0.5985
O -1.83014 2.05492 0.65359 -0.4 1.2 1.1 -0.4952
H 3.89209 0.27482 -0.19120 0.4 -1.3 0.4 0.4182
H 1.72278 -1.38953 0.66033 -0.8 -1.0 0.0 0.4200
H 0.63758 2.63116 0.30633 -0.4 0.7 -0.4 0.4002
H -1.34954 -0.10961 1.76662 0.1 0.3 -1.8 0.2804
H -1.29963 -0.97848 -1.91172 0.1 0.3 0.3 0.2314
H -1.17912 -2.68475 -1.50753 0.2 2.0 0.4 0.2871
```
Positions in Å, forces in eV/Å.

HOMO energy = -8.99 eV
HOMO-LUMO gap = 0.226 Eh
Energy relative to the best compared isomer or geometry (same formula, charge and spin) = 80.3 kcal per mole
Charge = 0
2S+1 = 1
LUMO level = -0.1042 Ha

Question: Among the records above, which one has the lowest HOMO-LUMO gap?
Answer: C5H6N4O3